Entry from OMol25: a structure of composition C5H10S2 in a non-equilibrium geometry (ωB97M-V with the def2-TZVPD basis set).

XYZ file:
```
17
Properties=species:S:1:pos:R:3:forces:R:3:lowdin_charge:R:1
C -2.161 -0.683 -0.114 0.11 -0.24 0.18 -0.211
C -1.662 -1.624 0.431 -0.11 0.32 -0.20 0.080
C -2.782 0.454 -0.757 -0.10 0.18 -0.11 -0.117
C 2.369 0.012 -1.862 0.04 0.22 -0.30 -0.207
C 2.183 -0.225 -0.405 -0.14 -0.45 0.84 -1.257
S 2.035 1.232 0.550 0.06 0.16 -0.47 0.749
S 2.106 -1.709 0.256 0.06 0.09 -0.15 0.611
H -0.046 -0.257 3.337 1.22 -0.07 0.32 0.035
H -1.205 -2.444 0.898 0.26 -0.47 0.27 0.010
H -3.017 0.214 -1.794 -0.04 0.10 -0.01 0.078
H -3.704 0.715 -0.238 -0.02 0.08 -0.07 0.079
H -2.110 1.311 -0.734 -0.06 0.05 -0.05 0.075
H 3.265 -0.501 -2.208 -0.01 0.02 0.04 0.082
H 1.524 -0.407 -2.408 -0.02 0.02 0.03 0.084
H 2.449 1.074 -2.083 0.03 0.06 -0.15 0.058
H 1.872 0.626 1.723 -0.04 -0.14 0.15 -0.172
H 0.705 -0.311 3.548 -1.24 0.06 -0.31 0.021
```
Positions in Å, forces in eV/Å.

Computed properties:
**F_max**: 1.28 eV Å⁻¹
**HOMO level**: -8.61 eV
**Energy above the lowest of the compared OMol25 structures with the same formula, charge and spin**: 64.0 kcal/mol
**LUMO**: -0.09 eV